DFT (ωB97M-V/def2-TZVPD) results for a single C2H8N2O2 molecule at a distorted geometry.

- Lowest unoccupied orbital energy (spin up / spin down): 0.0245 / -0.1322 hartree
- HOMO-LUMO gap (spin up / spin down): 3.783 / 7.164 eV
- Electronic energy: -340.7044 Ha
- Spin multiplicity: 3
- Energy above the lowest of the compared OMol25 structures with the same formula, charge and spin: 0.1 kcal/mol
- HOMO energy (spin up / spin down): -3.12 / -10.76 eV

Positions of all 14 atoms, in Å:
C1 0.056 1.425 0.321
C2 0.322 -0.111 0.035
N1 -1.008 -2.104 -0.550
N2 -0.830 -0.697 -0.551
O1 0.925 1.897 1.292
O2 1.408 -0.426 -0.750
H1 -0.944 1.617 0.888
H2 0.253 2.026 -0.514
H3 0.378 -0.597 1.114
H4 -0.124 -2.603 -0.634
H5 -1.356 -2.313 0.370
H6 -1.651 -0.163 -0.392
H7 1.621 2.447 1.017
H8 0.949 -0.399 -1.645

These are the Löwdin partial charges, in e, on atoms 1 to 5: C -0.24; C -0.50; N 0.05; N 0.03; O -0.05

DFT (ωB97M-V/def2-TZVPD) results for 2 unconnected molecules or ions with the total composition C3H8N2O2 at a distorted geometry.

- Lowest unoccupied orbital energy (spin up / spin down): -0.0004 / -0.0004 hartree
- HOMO-LUMO gap (spin up / spin down): 6.377 / 6.378 eV
- Electronic energy: -378.8559 Ha
- Energy above the lowest of the compared OMol25 structures with the same formula, charge and spin: 178.9 kcal/mol
- HOMO energy (spin up / spin down): -6.39 / -6.39 eV

Positions of all 15 atoms, in Å:
C1 0.750 -0.698 0.473
N1 -0.348 0.986 0.535
N2 0.423 -1.680 1.385
C2 0.441 -0.906 -0.911
C3 0.541 0.135 -1.770
O1 -0.299 2.401 0.402
O2 -1.698 0.576 0.395
H1 -0.801 2.739 1.162
H2 -2.021 0.912 -0.459
H3 1.667 -0.164 0.700
H4 -0.495 -2.087 1.268
H5 0.600 -1.453 2.351
H6 -0.187 -1.756 -1.149
H7 1.218 0.954 -1.587
H8 0.211 0.040 -2.795

These are the Löwdin partial charges, in e, on atoms 1 to 5: C -0.20; N -0.31; N 0.12; C -0.17; C 0.05

DFT (ωB97M-V/def2-TZVPD) results for 2 unconnected molecules or ions with the total composition C2H5O.

- Lowest unoccupied orbital energy: 0.1772 hartree
- HOMO-LUMO gap: 6.796 eV
- Electronic energy: -154.3935 Ha
- Net charge: -1
- Energy above the lowest of the compared OMol25 structures with the same formula, charge and spin: 12.3 kcal/mol
- HOMO energy: -1.97 eV

Positions of all 8 atoms, in Å:
C1 -0.199 0.712 0.357
O1 -0.277 -0.286 1.120
C2 0.116 0.804 -0.987
H1 1.178 -5.418 -1.435
H2 0.476 1.770 -1.331
H3 1.109 -4.846 -1.895
H4 -0.431 1.715 0.802
H5 0.516 -0.064 -1.513

These are the Löwdin partial charges, in e, on atoms 1 to 5: C -0.61; O -0.22; C -0.16; H 0.00; H -0.04

DFT (ωB97M-V/def2-TZVPD) results for a molecular structure, C33H30FN4O5SbV at a distorted geometry.

- Lowest unoccupied orbital energy (spin up / spin down): -0.0452 / -0.0453 hartree
- HOMO-LUMO gap (spin up / spin down): 4.544 / 5.231 eV
- Electronic energy: -3154.9488 Ha
- Spin multiplicity: 2
- Energy above the lowest of the compared OMol25 structures with the same formula, charge and spin: 17.6 kcal/mol
- HOMO energy (spin up / spin down): -5.77 / -6.46 eV

Positions of all 75 atoms, in Å:
V1 1.176 -0.231 0.107
O1 7.871 -0.016 -1.006
C1 7.380 -0.038 0.133
O2 7.871 -0.007 1.272
C2 5.805 -0.058 0.132
C3 5.107 -0.091 -1.072
C4 3.725 -0.176 -1.055
N1 3.044 -0.235 0.119
C5 3.713 -0.168 1.299
C6 5.101 -0.086 1.326
C7 2.809 -0.232 2.425
C8 3.206 -0.273 3.764
C9 2.254 -0.425 4.745
C10 0.905 -0.523 4.376
C11 0.574 -0.451 3.046
N2 1.491 -0.307 2.069
C12 2.826 -0.248 -2.192
C13 3.227 -0.275 -3.528
C14 2.276 -0.426 -4.514
C15 0.930 -0.535 -4.151
C16 0.597 -0.476 -2.820
N3 1.511 -0.338 -1.845
H1 5.682 -0.054 -1.989
H2 5.667 -0.048 2.248
H3 4.255 -0.187 4.006
H4 2.543 -0.469 5.786
H5 0.130 -0.650 5.118
H6 -0.461 -0.502 2.729
H7 4.275 -0.176 -3.767
H8 2.569 -0.463 -5.554
H9 0.157 -0.659 -4.896
H10 -0.437 -0.537 -2.501
C17 -3.955 4.948 -1.303
C18 -4.461 3.849 -0.374
C19 -5.790 3.302 -0.882
C20 -6.319 2.235 0.062
C21 -5.288 1.153 0.227
C22 -5.671 -0.135 0.537
C23 -4.714 -1.131 0.682
F1 -5.118 -2.371 0.990
C24 -3.382 -0.881 0.514
C25 -2.969 0.419 0.198
C26 -1.552 0.687 0.047
O3 -0.715 -0.266 0.120
C27 -1.196 2.041 -0.156
C28 -2.177 2.982 -0.297
N4 -3.493 2.734 -0.242
C29 -3.923 1.447 0.055
C30 0.236 2.549 -0.177
O4 0.404 3.742 -0.376
O5 1.160 1.684 0.039
H11 -4.771 5.648 -1.481
H12 -3.642 4.531 -2.261
H13 -3.128 5.514 -0.881
H14 -4.619 4.270 0.624
H15 -5.640 2.874 -1.877
H16 -6.498 4.125 -0.968
H17 -7.246 1.806 -0.318
H18 -6.545 2.678 1.037
H19 -6.718 -0.376 0.668
H20 -2.650 -1.669 0.626
H21 -1.856 4.000 -0.463
C31 2.536 -3.981 1.297
Sb1 1.066 -2.931 0.137
C32 1.413 -4.030 -1.679
C33 -0.624 -4.093 0.802
H22 2.400 -5.054 1.169
H23 2.435 -3.724 2.351
H24 3.533 -3.698 0.960
H25 1.409 -5.097 -1.464
H26 2.382 -3.746 -2.089
H27 0.639 -3.801 -2.411
H28 -0.378 -5.152 0.748
H29 -1.487 -3.891 0.168
H30 -0.868 -3.830 1.831

These are the Löwdin partial charges, in e, on atoms 1 to 5: V 0.62; O -0.04; C -0.69; O -0.04; C -0.08

DFT (ωB97M-V/def2-TZVPD) results for a single C11H20NP molecule at a distorted geometry.

- Lowest unoccupied orbital energy: 0.0299 hartree
- HOMO-LUMO gap: 8.382 eV
- Electronic energy: -827.1304 Ha
- SMILES: CCc1ccc(PC)n1C(C)(C)C
- Energy above the lowest of the compared OMol25 structures with the same formula, charge and spin: 42.5 kcal/mol
- HOMO energy: -7.57 eV

Positions of all 33 atoms, in Å:
C1 -0.114 -2.433 -0.685
C2 0.714 -1.945 -1.706
C3 -0.418 -1.395 0.157
C4 0.784 -0.576 -1.526
C5 -2.641 -1.843 1.427
C6 0.137 1.676 1.312
C7 -1.848 1.080 -0.007
C8 0.108 2.114 -1.138
C9 3.385 0.584 -1.222
C10 -1.094 -1.634 1.448
C11 -0.330 1.132 -0.067
N1 0.131 -0.231 -0.379
P1 1.931 0.479 -2.415
H1 -0.264 -3.543 -0.372
H2 1.213 -2.664 -2.363
H3 -3.312 -0.930 0.964
H4 -2.954 -1.778 2.504
H5 -3.094 -2.671 0.971
H6 1.266 1.638 1.424
H7 -0.468 2.658 1.471
H8 -0.155 0.918 2.070
H9 -2.359 0.829 -0.849
H10 -2.170 0.481 0.909
H11 -2.216 2.141 -0.007
H12 -0.040 1.785 -2.226
H13 -0.275 3.187 -1.044
H14 1.117 2.431 -0.950
H15 3.454 1.447 -0.529
H16 4.425 0.546 -1.761
H17 3.439 -0.394 -0.674
H18 -0.851 -2.681 1.721
H19 -0.834 -0.927 2.210
H20 2.564 -0.725 -2.869

These are the Löwdin partial charges, in e, on atoms 1 to 5: C -0.07; C -0.11; C -0.26; C -0.50; C -0.11

DFT (ωB97M-V/def2-TZVPD) results for a single C3H10SSi molecule at a distorted geometry.

- Lowest unoccupied orbital energy: 0.0359 hartree
- HOMO-LUMO gap: 9.862 eV
- Electronic energy: -807.9274 Ha
- SMILES: CC(C)S[SiH3]
- Energy above the lowest of the compared OMol25 structures with the same formula, charge and spin: 10.7 kcal/mol
- HOMO energy: -8.89 eV

Positions of all 15 atoms, in Å:
C1 0.194 1.414 0.192
C2 -0.279 0.527 -2.265
C3 -0.557 0.260 -0.536
Si1 -0.839 -2.207 1.464
S1 0.336 -1.399 -0.125
H1 0.724 1.104 1.067
H2 0.875 1.830 -0.465
H3 -0.513 2.185 0.406
H4 -1.074 0.047 -2.831
H5 0.731 0.190 -2.409
H6 -0.167 1.646 -2.397
H7 -1.715 0.143 -0.314
H8 -0.370 -1.723 2.757
H9 -0.910 -3.694 1.155
H10 -2.047 -1.407 1.418

These are the Löwdin partial charges, in e, on atoms 1 to 5: C -0.16; C -0.09; C -0.60; Si 0.31; S 0.46

DFT (ωB97M-V/def2-TZVPD) results for a molecular structure, CH2N4O3 at a distorted geometry.

- Lowest unoccupied orbital energy (spin up / spin down): -0.0804 / -0.0804 hartree
- HOMO-LUMO gap (spin up / spin down): 8.299 / 8.300 eV
- Electronic energy: -483.7719 Ha
- Energy above the lowest of the compared OMol25 structures with the same formula, charge and spin: 68.6 kcal/mol
- HOMO energy (spin up / spin down): -10.49 / -10.49 eV

Positions of all 10 atoms, in Å:
C1 -1.629 -0.153 0.638
N1 -2.131 -0.816 1.448
N2 -1.032 0.562 -0.307
N3 0.826 0.171 -0.259
N4 0.965 -0.070 -1.642
O1 0.942 0.930 -2.316
O2 1.241 -1.230 -1.967
O3 0.905 -0.860 0.505
H1 -1.081 1.487 -0.696
H2 0.619 -1.713 -0.023

These are the Löwdin partial charges, in e, on atoms 1 to 5: C -0.38; N 0.16; N 0.13; N 0.00; N -0.41

DFT (ωB97M-V/def2-TZVPD) results for 2 unconnected molecules or ions with the total composition ClH2NOS2 at a distorted geometry.

- Lowest unoccupied orbital energy (spin up / spin down): -0.0861 / -0.0457 hartree
- HOMO-LUMO gap (spin up / spin down): 6.123 / 8.279 eV
- Electronic energy: -1387.6236 Ha
- Energy above the lowest of the compared OMol25 structures with the same formula, charge and spin: 60.4 kcal/mol
- HOMO energy (spin up / spin down): -8.47 / -9.52 eV

Positions of all 7 atoms, in Å:
N1 0.769 -0.500 0.772
O1 1.146 2.003 0.202
S1 -2.116 0.400 -0.945
S2 0.310 1.111 0.911
Cl1 1.803 -0.895 -0.524
H1 0.021 -1.160 0.824
H2 -1.934 -0.959 -1.240

These are the Löwdin partial charges, in e, on atoms 1 to 5: N -0.77; O -0.50; S 0.18; S 0.78; Cl 0.59